This record from the OMol25 dataset describes C33H43Cl2N2O7S4Zn as an isolated structure. The level of theory is ωB97M-V with the def2-TZVPD basis set.

```
92
Properties=species:S:1:pos:R:3:forces:R:3:lowdin_charge:R:1
O 1.32693 0.52090 3.25052 0.542 -0.266 0.332 -0.030
H -6.79487 -1.99390 0.80352 -0.110 -0.052 -0.107 0.064
C -1.61837 -4.37750 2.39782 0.262 -0.066 0.038 -0.263
O -2.64087 3.98000 -1.60118 -0.033 0.026 -0.134 -0.409
C -0.34287 2.05100 4.05902 0.255 0.023 -0.740 -0.992
C 6.34573 -1.94220 0.94362 0.106 -0.041 0.032 -0.088
H 3.85563 -0.45520 -2.10478 -0.016 -0.054 -0.009 0.094
N -1.65487 -1.40840 2.27242 -0.186 0.309 0.327 0.032
S 2.07433 0.05780 -0.53898 1.605 -0.645 -0.063 1.005
H -3.83827 0.85490 -3.33098 0.003 -0.061 -0.119 0.075
H -0.32527 -5.31180 0.95022 0.150 -0.079 -0.080 0.070
H -3.33767 0.78450 0.72342 0.034 -0.181 0.034 0.084
H 7.41623 -1.81590 1.02562 0.072 0.020 0.016 0.099
H 2.59193 3.03470 -1.47118 -0.116 0.000 -0.063 0.108
Cl -1.26867 0.97850 5.12042 -0.304 -0.328 0.436 0.611
C 4.43543 -3.36760 0.69522 0.043 -0.156 -0.009 -0.082
H -3.24347 1.73380 -7.48248 -0.088 0.071 -0.103 0.099
H 6.50613 4.58300 -0.74908 0.041 0.070 0.017 0.097
H -5.32267 -1.05550 0.55012 0.060 -0.010 -0.142 0.062
C 3.60513 -2.26490 0.74872 0.034 0.044 0.047 -0.053
O 1.22563 1.26010 -0.46228 0.271 0.841 -0.247 -0.583
C -3.15907 1.25240 -2.58688 -0.223 0.125 0.305 -0.028
C -1.56827 1.49070 -4.55648 0.301 0.030 -0.311 -0.127
O -0.83177 1.64250 -2.32678 0.084 -0.175 -0.461 0.000
H 0.40933 -1.54480 2.58722 -0.074 0.011 -0.118 0.111
H 5.98663 0.43470 -1.61098 0.018 -0.096 -0.003 0.109
H 0.88223 0.87970 -6.81388 0.120 -0.013 -0.020 0.099
S -0.31107 3.99600 0.04662 0.344 0.795 0.066 0.376
H 6.45703 -4.07270 0.74772 0.063 -0.065 -0.010 0.095
H 7.46093 2.33130 -1.07758 0.087 -0.007 -0.001 0.098
C 5.85873 3.75090 -0.98568 0.065 0.070 0.042 -0.094
H 3.76913 1.13410 0.83562 -0.075 0.093 -0.092 0.105
H -2.04127 -5.59080 0.65712 -0.063 -0.071 -0.106 0.066
C 0.31993 1.14780 2.95572 -0.447 0.510 0.388 -0.769
C 3.23223 0.18960 0.88872 -0.558 0.024 -0.240 -0.230
C 4.49163 3.94320 -1.10118 -0.021 0.037 0.014 -0.063
O -2.49777 2.27090 0.11682 -0.925 -0.032 0.052 -0.509
H 2.56763 0.20810 1.76082 -0.081 0.013 -0.053 0.074
H -2.57207 -3.84680 2.40402 -0.069 -0.025 0.067 0.089
C 5.56713 1.42100 -1.46838 -0.131 -0.036 -0.099 -0.067
H -4.57167 1.15150 2.52602 0.102 -0.003 -0.013 0.136
C 5.80963 -3.20890 0.78822 -0.001 -0.121 -0.002 -0.101
H -1.00887 1.18040 -8.36468 0.029 -0.003 -0.115 0.097
S -2.30127 3.73490 -0.20878 -1.014 1.762 0.043 0.099
C -3.87097 0.32990 2.68942 0.036 -0.310 0.413 -0.172
H -5.23097 -2.66520 1.25472 0.127 -0.118 -0.038 0.070
C -4.62237 -0.87010 3.28102 -0.214 0.329 -0.081 -0.199
H -1.33307 -4.02020 0.28742 0.018 0.065 -0.180 0.053
H -0.71387 -3.24760 3.99662 0.080 -0.033 0.115 0.108
Zn -0.65057 1.74990 -0.07008 0.859 -1.371 0.113 0.257
C -0.41417 -2.14410 2.18282 0.444 -0.342 0.158 -0.227
H 5.93143 0.15150 1.11442 0.038 0.113 -0.020 0.111
O -3.05117 4.54590 0.72312 -0.045 0.009 0.192 -0.396
C -5.81917 -1.75120 1.21812 -0.205 0.119 0.077 -0.106
S -1.46127 -0.78950 -0.29378 0.220 -0.136 -0.622 0.751
H 4.06363 4.92310 -0.95218 -0.033 0.089 0.023 0.108
C 3.30023 0.46080 -1.90678 -0.510 -0.288 0.524 -0.223
C -1.77797 1.48450 -3.08098 -0.162 -0.086 0.197 -0.358
C 5.51473 -0.83720 0.99152 -0.044 0.019 0.022 -0.049
C -2.13067 -0.67650 1.25892 -0.489 -0.584 -0.289 -0.766
H -3.11967 0.59550 -1.71968 0.031 0.022 -0.076 0.021
C -1.15927 1.28460 -7.30068 -0.013 0.012 -0.038 -0.095
C 4.13703 -0.98580 0.88842 0.146 -0.195 -0.105 -0.273
H 0.43923 -3.97080 2.87352 0.118 -0.036 0.107 0.108
H -1.92327 -1.12580 3.20822 0.005 0.012 -0.125 0.111
C -2.41467 1.59330 -6.80628 -0.028 0.020 -0.149 -0.084
C -0.09847 1.11250 -6.42718 0.093 -0.018 -0.043 -0.082
C -2.61907 1.70230 -5.44528 0.099 -0.032 0.188 -0.025
H -3.49047 2.23420 -2.22718 -0.143 -0.128 -0.105 0.079
H 4.01103 -4.35540 0.58062 -0.025 -0.058 0.002 0.101
H -6.51837 -1.85510 3.24352 -0.100 0.039 0.003 0.099
C -1.31157 -4.85350 0.98372 -0.168 0.039 0.185 -0.105
H -3.59597 1.96200 -5.07308 -0.125 -0.011 0.056 0.111
H 2.53323 -2.37780 0.68152 -0.122 -0.110 0.010 0.097
H 0.51573 1.08330 -4.36918 0.047 -0.010 0.086 0.107
H -4.00127 -1.76450 3.21102 0.021 -0.062 0.113 0.092
C 6.39553 2.48770 -1.16998 0.088 0.024 0.028 -0.092
H 2.64093 0.68150 -2.74488 -0.089 -0.084 -0.038 0.089
C -0.29847 1.22280 -5.06438 -0.148 -0.002 0.145 -0.009
C 4.19353 1.60740 -1.59428 0.048 0.150 -0.034 -0.291
N -3.25027 0.03680 1.41202 0.137 0.435 0.148 0.012
H -4.79047 -0.65660 4.33892 0.042 -0.051 0.071 0.109
C -0.52277 -3.46150 2.94242 -0.314 0.120 -0.121 -0.191
C 3.65903 2.88060 -1.40608 0.013 0.017 -0.015 -0.026
H -3.12377 0.67960 3.41282 -0.114 0.030 -0.205 0.054
H -1.71057 -5.24130 3.06172 -0.094 0.008 0.013 0.100
H -1.03797 2.76420 3.60923 0.208 -0.144 0.115 0.072
H -6.54587 -0.23080 2.55843 -0.082 0.040 0.060 0.104
O -0.33527 1.12480 1.89552 -0.254 0.063 -0.061 -0.098
Cl 0.85723 2.91440 5.00602 0.165 0.273 0.124 0.593
H -0.22707 -2.31960 1.12132 0.051 0.052 0.228 0.046
C -5.96627 -1.15460 2.61132 0.233 -0.178 0.031 -0.261
```
Forces are in eV/Å.

Values from the calculation:
electronic energy: -169041.3070 eV
strongest force on any atom: 2.0 eV Å⁻¹
charge: -1
spin multiplicity: 1



This record from the OMol25 dataset describes C38H50CoF5N4O2SSe as an isolated structure. The level of theory is ωB97M-V with the def2-TZVPD basis set.

```
102
Properties=species:S:1:pos:R:3:forces:R:3:lowdin_charge:R:1
C 4.11517 5.72020 -2.43482 -0.177 0.065 0.179 -0.069
C -3.20906 -1.39059 -4.69285 0.016 0.145 0.103 -0.050
F 1.62615 -1.71409 2.08720 0.100 -0.208 -0.216 -0.048
H 1.36214 6.15354 2.85769 0.068 0.058 -0.033 0.069
C 2.35412 3.73338 -1.30683 -0.161 -0.047 0.084 -0.074
H -1.76855 5.28845 0.93205 -0.077 -0.019 -0.078 0.071
H 0.16830 4.00755 -5.99348 -0.069 0.098 0.050 0.087
C -1.53196 0.21601 -3.73251 0.105 -0.088 0.198 -0.092
C 0.08754 1.40015 -5.15488 -0.096 0.080 -0.139 -0.193
H -1.37545 3.88690 3.70415 -0.072 0.184 0.056 0.079
H -3.23444 -0.16264 -1.48979 0.012 0.037 0.136 0.064
H 1.36518 6.24605 0.66184 0.049 0.206 0.059 0.095
H 2.51071 1.09418 -6.30761 0.127 -0.011 0.072 0.077
C 3.91983 6.81016 -0.21870 -0.036 -0.032 -0.164 -0.055
H -1.85666 0.77507 -5.74148 -0.086 0.004 -0.128 0.086
C -2.63351 0.90618 0.88444 -0.239 3.107 -1.885 -0.215
H -1.09446 2.59487 -1.47162 0.082 -0.080 -0.046 0.127
H -1.58841 3.09449 2.13761 -0.038 -0.084 -0.034 0.064
H -0.24673 2.28568 -8.50037 0.054 0.043 -0.095 0.077
H 1.49569 7.62881 -1.26391 -0.123 0.057 0.124 0.072
H 1.37117 0.04580 -7.14309 -0.015 -0.129 -0.005 0.086
C 0.75058 4.25351 0.94661 -0.017 0.078 -0.037 -0.085
N -0.23296 -4.38505 1.71171 -0.433 0.411 0.300 0.069
H -4.24326 -1.73184 -4.65038 -0.139 -0.058 0.000 0.076
C -3.25083 -0.76353 2.70599 0.017 0.006 -0.345 0.000
H -2.68558 -1.73846 -2.03337 0.026 -0.055 0.107 0.084
C 1.64609 2.72351 -0.68411 0.026 -0.529 -0.351 -0.349
H 1.25078 3.78141 -7.37574 0.066 0.078 -0.089 0.076
C -0.85416 3.51862 2.81711 0.116 0.015 0.087 -0.049
H -0.92402 0.85608 -7.72926 -0.107 -0.126 -0.036 0.079
O -0.77583 -0.46775 -1.57083 -0.524 -0.047 -0.231 -0.255
H -3.17694 3.94773 -1.40259 0.037 0.107 -0.079 0.107
H -3.69863 1.67522 -3.16207 -0.018 0.084 0.038 0.070
H -3.01266 -1.02988 -5.69944 0.024 0.030 -0.132 0.068
H 2.05245 1.44906 -7.97697 0.076 0.044 -0.147 0.076
C 1.45964 5.23775 0.28610 -0.030 -0.065 -0.068 -0.006
F 3.44009 -0.32177 2.92441 -0.040 -0.184 0.286 0.111
H 1.91797 1.96320 -4.14875 0.138 0.041 -0.088 0.097
H 4.74272 4.91977 -2.05272 0.121 -0.129 0.006 0.085
C 3.11697 6.18050 -1.36813 0.038 0.095 -0.044 -0.559
H -4.89185 3.38619 0.33559 -0.013 0.023 0.033 0.104
H -1.45703 2.47020 -7.23235 -0.164 0.048 0.009 0.083
H 4.75952 6.55141 -2.72062 0.027 0.083 -0.046 0.077
S 0.43292 -2.91809 -0.37667 -0.266 -0.292 0.295 0.756
C -3.33191 -0.90160 -2.27671 -0.001 -0.056 -0.071 -0.052
H -0.64840 6.60192 1.30360 0.002 0.128 -0.076 0.069
C -0.09193 4.66970 2.15520 -0.085 0.062 0.100 -0.522
C -2.38321 -0.31087 1.56306 2.003 -3.256 0.410 -0.189
N -1.34991 -1.02930 1.12087 -1.848 1.729 0.986 0.054
C -3.91160 0.88666 -3.88203 0.053 -0.190 0.002 -0.043
Se 1.81631 0.89895 -1.34047 -0.215 0.423 -0.356 1.245
C -1.14380 0.79284 -4.93215 0.180 0.136 -0.044 -0.002
C 2.29314 5.02645 -0.81395 0.075 0.063 -0.090 -0.196
C -3.03874 3.11340 -0.73444 -0.465 -0.251 0.663 -0.040
C 2.19081 7.23021 -1.99736 0.148 -0.096 0.055 -0.051
H 0.23803 -5.08801 1.16423 -0.024 0.138 0.013 0.075
H -4.24828 -0.34391 2.61426 -0.026 -0.040 0.050 0.067
C -1.89088 2.33661 -0.78443 -0.148 0.452 -0.315 -0.100
H -4.50337 1.49527 1.82816 -0.123 -0.070 0.043 0.096
C -2.96707 -0.30335 -3.63540 -0.132 -0.011 -0.029 -0.526
H -3.34790 -1.84910 2.73906 -0.011 0.032 -0.043 0.075
H -3.79058 1.29426 -4.88346 0.000 0.077 -0.091 0.072
C 0.97321 3.39536 -6.39472 -0.059 -0.177 -0.047 -0.054
H -1.37242 -2.41515 2.63747 0.106 0.237 -0.328 0.149
H 1.83182 3.48771 -5.73654 0.115 0.066 0.103 0.069
H -4.36747 -1.24487 -2.30064 -0.181 -0.016 -0.096 0.079
O 0.36588 1.90732 1.10319 -0.196 0.395 0.023 -0.178
N -1.69982 1.28070 -0.02852 -1.658 -0.220 1.013 0.091
C 1.31622 -0.37897 1.80587 -0.547 -0.078 -0.526 -0.354
C 0.61881 0.88536 -2.87562 0.207 0.126 0.530 -0.359
H -2.55705 -2.24016 -4.50194 0.072 -0.113 -0.004 0.089
C -3.99448 2.79090 0.23259 0.309 0.576 -0.761 -0.070
F 0.61248 -0.02575 2.95017 -0.131 0.299 0.439 -0.004
C 0.87412 2.90475 0.49556 0.172 -0.314 0.003 -0.404
H -1.01095 -4.71396 2.26469 0.025 0.006 0.023 0.087
H 1.61107 6.77897 -2.79900 -0.090 -0.046 -0.115 0.083
H 3.60249 5.36946 -3.32707 -0.045 -0.114 -0.132 0.077
C 0.96068 1.46726 -4.07409 -0.087 -0.124 0.187 -0.075
C 0.82534 5.28200 3.22875 -0.175 -0.060 -0.150 -0.046
C -3.78529 1.71422 1.05403 0.620 -1.173 0.518 -0.016
N -1.12682 -2.25270 1.66289 -0.738 -0.358 1.288 -0.005
C -0.60255 1.87966 -7.55439 0.191 -0.009 0.190 -0.072
H -4.95034 0.58068 -3.75974 -0.161 -0.052 -0.001 0.078
H -1.75098 6.01206 2.54736 -0.100 0.047 0.112 0.077
C -0.35846 -3.18126 1.05589 1.110 -0.406 -1.450 -0.869
H 1.55207 4.53914 3.55255 0.091 -0.031 0.054 0.089
H 2.76322 8.05970 -2.41124 0.098 0.144 -0.046 0.076
H 0.22963 5.58920 4.08957 -0.024 0.036 0.117 0.075
C -0.59121 0.17244 -2.66354 0.195 0.091 -0.444 -0.402
H 3.27258 7.30106 0.50219 -0.098 0.049 0.116 0.069
H -2.82766 -0.42036 3.65136 0.078 0.013 0.037 0.103
C 2.69768 0.28631 1.96696 0.769 0.130 0.276 -0.582
F 2.68814 1.57189 2.31505 -0.282 0.190 -0.014 0.150
C 1.68936 1.07873 -7.01852 -0.135 0.144 -0.029 -0.050
H 4.47859 6.03853 0.30476 0.104 -0.079 0.079 0.090
H -0.17167 2.72640 3.10933 -0.092 -0.073 0.050 0.083
H 4.62356 7.54999 -0.59689 0.085 0.153 -0.070 0.074
Co 0.10895 -0.04863 0.16242 2.422 -1.482 0.308 0.306
C 0.51879 1.93494 -6.51306 0.044 0.030 -0.118 -0.562
H 2.94033 3.47144 -2.17366 0.184 0.078 -0.091 0.087
C -1.12875 5.71221 1.70422 0.189 -0.079 0.121 -0.047
F 3.44770 0.19134 0.84999 -0.154 -0.123 -0.077 0.064
```
Forces are in eV/Å.

Values from the calculation:
energy above the lowest of the compared OMol25 structures with the same formula, charge and spin: 58.3 kcal/mol
⟨S²⟩: 0.777
strongest force on any atom: 3.8 eV Å⁻¹
charge: -1
spin multiplicity: 2



Q: Which of these has the highest spin multiplicity?
A: C38H50CoF5N4O2SSe



Q: Among the records above, which one has the lowest strongest force on any atom?
A: C33H43Cl2N2O7S4Zn



Q: Which value of charge does entry 2 give?
A: -1